{"formula": "C72H168N24O24", "method": "ωB97M-V/def2-TZVPD", "relative_energy_kcal_mol": 15.2, "homo_lumo_gap_ha": 0.3353, "max_force_ev_per_a": 4.4, "multiplicity": 1, "symbols": ["C", "C", "O", "N", "C", "H", "H", "H", "H", "H", "H", "H", "C", "C", "O", "N", "C", "H", "H", "H", "H", "H", "H", "H", "C", "C", "O", "N", "C", "H", "H", "H", "H", "H", "H", "H", "C", "C", "O", "N", "C", "H", "H", "H", "H", "H", "H", "H", "C", "C", "O", "N", "C", "H", "H", "H", "H", "H", "H", "H", "C", "C", "O", "N", "C", "H", "H", "H", "H", "H", "H", "H", "C", "C", "O", "N", "C", "H", "H", "H", "H", "H", "H", "H", "C", "C", "O", "N", "C", "H", "H", "H", "H", "H", "H", "H", "C", "C", "O", "N", "C", "H", "H", "H", "H", "H", "H", "H", "C", "C", "O", "N", "C", "H", "H", "H", "H", "H", "H", "H", "C", "C", "O", "N", "C", "H", "H", "H", "H", "H", "H", "H", "C", "C", "O", "N", "C", "H", "H", "H", "H", "H", "H", "H", "C", "C", "O", "N", "C", "H", "H", "H", "H", "H", "H", "H", "C", "C", "O", "N", "C", "H", "H", "H", "H", "H", "H", "H", "C", "C", "O", "N", "C", "H", "H", "H", "H", "H", "H", "H", "C", "C", "O", "N", "C", "H", "H", "H", "H", "H", "H", "H", "C", "C", "O", "N", "C", "H", "H", "H", "H", "H", "H", "H", "C", "C", "O", "N", "C", "H", "H", "H", "H", "H", "H", "H", "C", "C", "O", "N", "C", "H", "H", "H", "H", "H", "H", "H", "C", "C", "O", "N", "C", "H", "H", "H", "H", "H", "H", "H", "C", "C", "O", "N", "C", "H", "H", "H", "H", "H", "H", "H", "C", "C", "O", "N", "C", "H", "H", "H", "H", "H", "H", "H", "C", "C", "O", "N", "C", "H", "H", "H", "H", "H", "H", "H", "C", "C", "O", "N", "C", "H", "H", "H", "H", "H", "H", "H"], "xyz": [[0.4191, -4.1097, -4.5988], [-0.2452, -3.1897, -3.4893], [-1.3000, -3.5110, -2.9362], [0.3688, -1.9948, -3.3709], [1.7002, -1.7764, -3.7462], [0.3019, -3.5049, -5.5199], [-0.1191, -5.0121, -4.7667], [1.5304, -4.2122, -4.3742], [0.2050, -1.3729, -2.5739], [2.4639, -2.3968, -3.2866], [1.9712, -0.8015, -3.5456], [1.8420, -1.9783, -4.8237], [4.3246, 0.2985, -3.9820], [3.5159, 0.8111, -5.1284], [3.2088, 2.0026, -5.1519], [3.2717, 0.0339, -6.1765], [2.5725, 0.4677, -7.4014], [4.0783, 0.7446, -3.0268], [5.3146, 0.7247, -4.1762], [4.3212, -0.7730, -3.7554], [3.4734, -0.9721, -6.0943], [2.5022, -0.3995, -8.0661], [2.9963, 1.3632, -7.8877], [1.5363, 0.6761, -7.1672], [5.6294, 6.6978, 5.0115], [6.0974, 5.3432, 4.5978], [5.5859, 4.6366, 3.7153], [7.1381, 4.8364, 5.3322], [7.6783, 3.5087, 5.0604], [4.5346, 6.7591, 4.8620], [6.1046, 7.4617, 4.3494], [5.9082, 6.8519, 6.0792], [7.4493, 5.3596, 6.1031], [6.9354, 2.6768, 5.0461], [8.4599, 3.2409, 5.7932], [8.1645, 3.4624, 4.0883], [-0.3554, 1.2441, -4.4028], [-0.6931, 2.2817, -5.4199], [-1.8258, 2.6983, -5.5918], [0.3648, 2.8286, -6.0518], [0.1733, 3.9692, -6.9568], [-1.0761, 1.2316, -3.6178], [0.6558, 1.4451, -4.0461], [-0.3542, 0.1941, -4.8014], [1.2879, 2.5115, -5.7802], [-0.8928, 3.9872, -7.1886], [0.7826, 3.9187, -7.8672], [0.3830, 4.9150, -6.4672], [3.3990, 5.3449, -4.1946], [2.2612, 5.0430, -3.2416], [1.6137, 5.8957, -2.7008], [2.0568, 3.7606, -2.9373], [1.1179, 3.3538, -1.8995], [4.0282, 6.1451, -3.8286], [3.0306, 5.7544, -5.1204], [3.9367, 4.4373, -4.3678], [2.4558, 2.9756, -3.3814], [0.0992, 3.7020, -2.0205], [1.5702, 3.5981, -0.9576], [1.0031, 2.2974, -1.9754], [-3.3699, -0.2592, -4.8122], [-4.3464, 0.5527, -3.9969], [-5.3005, 0.0307, -3.4399], [-4.0505, 1.8320, -3.7268], [-4.8566, 2.6815, -2.8962], [-2.8213, -0.9248, -4.0912], [-2.6477, 0.3348, -5.3683], [-3.8823, -0.9407, -5.5115], [-3.2318, 2.1917, -4.1449], [-5.9118, 2.4213, -2.8299], [-4.7895, 3.7265, -3.2116], [-4.5934, 2.5596, -1.8445], [-2.3554, 1.8945, 2.3930], [-3.0028, 0.4941, 2.3729], [-2.3938, -0.4500, 2.7886], [-4.2667, 0.5834, 1.8446], [-5.3186, -0.4554, 1.6769], [-2.5328, 2.5412, 1.5329], [-1.2969, 1.6171, 2.4774], [-2.6449, 2.3471, 3.3539], [-4.5123, 1.5268, 1.5523], [-6.2917, 0.0069, 1.8033], [-5.1259, -1.2766, 2.3670], [-5.2413, -0.8928, 0.6646], [-4.7227, 0.2327, 6.5760], [-3.5301, 0.8761, 5.9359], [-3.5965, 1.9131, 5.3377], [-2.3244, 0.2372, 6.0839], [-1.0663, 0.9021, 5.7474], [-4.5176, -0.7368, 6.9505], [-5.5961, 0.1371, 5.8846], [-4.9750, 0.9070, 7.3758], [-2.2962, -0.6539, 6.5588], [-1.0461, 1.9424, 6.0384], [-0.9930, 0.8838, 4.6400], [-0.2463, 0.3595, 6.1657], [-5.5409, 5.4137, -0.7425], [-5.4527, 4.6611, 0.5750], [-5.1737, 3.4984, 0.5993], [-5.4562, 5.4081, 1.6953], [-4.8385, 4.9624, 2.9754], [-4.5156, 5.4869, -1.2013], [-5.8678, 6.4547, -0.6297], [-6.2885, 4.9057, -1.3165], [-5.5870, 6.3968, 1.5726], [-4.5481, 3.9221, 2.8630], [-5.4561, 5.0606, 3.8676], [-3.9336, 5.5630, 3.1834], [5.5603, -6.0188, -2.8696], [4.1609, -5.9841, -2.3574], [3.3552, -6.7633, -2.8311], [3.9159, -5.1733, -1.3338], [2.5216, -5.0960, -0.8564], [5.6583, -5.5361, -3.8003], [5.7620, -7.0398, -2.9926], [6.3225, -5.5658, -2.2305], [4.6053, -4.5642, -0.9003], [2.0133, -4.2132, -1.2439], [2.4440, -5.1212, 0.2425], [2.0063, -5.9579, -1.2198], [5.7983, 1.5159, 2.2332], [5.5132, 2.3081, 0.9367], [5.1632, 1.8361, -0.1508], [5.7632, 3.6395, 1.0358], [5.5671, 4.5337, -0.0815], [4.9625, 0.8600, 2.4483], [5.9307, 2.1613, 3.0911], [6.6605, 0.9169, 2.0613], [5.9260, 4.0066, 1.9451], [6.2838, 4.1884, -0.8560], [5.6749, 5.6167, 0.2314], [4.5935, 4.3189, -0.5098], [3.0764, -4.5090, 3.8834], [2.5039, -3.1280, 4.0401], [3.2243, -2.2119, 4.4329], [1.1700, -2.9602, 3.7626], [0.3826, -1.8438, 4.2489], [3.8824, -4.5385, 3.1596], [2.2424, -5.1481, 3.5581], [3.4713, -4.6778, 4.8911], [0.6867, -3.7834, 3.4901], [-0.3890, -1.6425, 3.5481], [1.0922, -0.9872, 4.3313], [0.0087, -1.9387, 5.2206], [-1.0114, -0.2413, -8.7469], [-0.9682, -1.4397, -7.7484], [0.0621, -1.9052, -7.2684], [-2.1377, -1.9401, -7.3103], [-2.3499, -2.9911, -6.3881], [-0.0611, -0.0529, -9.1677], [-1.2111, 0.6160, -8.1087], [-1.8159, -0.4579, -9.4448], [-2.8789, -1.3837, -7.6477], [-3.4112, -2.9881, -6.1237], [-1.7964, -2.8901, -5.4405], [-2.3095, -3.9228, -6.9392], [-3.6618, -5.2229, 7.5916], [-3.6262, -3.9315, 6.8305], [-3.5168, -2.8434, 7.4102], [-3.7655, -3.9682, 5.5052], [-3.7693, -2.7410, 4.6762], [-3.7727, -6.1194, 7.0301], [-4.4607, -5.2373, 8.3226], [-2.7269, -5.2454, 8.1204], [-3.6715, -4.8779, 5.0306], [-4.5954, -2.0652, 5.0226], [-4.0515, -3.0057, 3.6856], [-2.8153, -2.2591, 4.6514], [3.5606, 0.1657, 6.7682], [5.0609, 0.3079, 6.5363], [5.6836, 1.2467, 7.0178], [5.5685, -0.5067, 5.6168], [6.9342, -0.3249, 5.1393], [3.4141, 0.0714, 7.8056], [3.1787, -0.6779, 6.2140], [3.0895, 1.0641, 6.4750], [4.9472, -1.2555, 5.2425], [6.9924, 0.5804, 4.4540], [7.2174, -1.1517, 4.5331], [7.6512, -0.1891, 6.0098], [3.7955, 4.1409, 7.0205], [2.6274, 3.6568, 6.2525], [1.4836, 3.7240, 6.7174], [2.8184, 3.3930, 4.9656], [1.5895, 3.1092, 4.1593], [3.7863, 3.5721, 7.9460], [3.5687, 5.2198, 7.2132], [4.7780, 4.0734, 6.5463], [3.7283, 3.5018, 4.5559], [1.2620, 3.9555, 3.5648], [0.8289, 2.7707, 4.8594], [1.8425, 2.2763, 3.4638], [-2.0180, -3.6843, 1.2663], [-1.6820, -4.8746, 2.0930], [-0.6145, -5.0812, 2.6030], [-2.6637, -5.7894, 2.2922], [-2.4773, -6.9639, 3.1343], [-2.6096, -2.9103, 1.8597], [-2.6612, -4.0219, 0.4510], [-1.0967, -3.2154, 0.8911], [-3.6249, -5.5270, 2.0187], [-1.8712, -7.7424, 2.6212], [-3.4750, -7.3218, 3.2635], [-1.9397, -6.7301, 4.0927], [-7.9459, -2.8242, -3.2177], [-6.7422, -3.7821, -3.2428], [-6.8988, -4.9703, -3.1457], [-5.5688, -3.1718, -3.5490], [-4.3428, -3.8466, -3.5048], [-8.1736, -2.3447, -4.2332], [-7.8248, -2.0311, -2.4670], [-8.7781, -3.3976, -2.9534], [-5.4766, -2.1647, -3.6263], [-4.4882, -4.9262, -3.7821], [-3.7173, -3.8339, -2.6037], [-3.7016, -3.3142, -4.3451], [-6.6216, -4.0738, -0.1820], [-6.4101, -4.4188, 1.2511], [-5.3237, -4.4123, 1.8160], [-7.5302, -4.7054, 1.9671], [-7.4710, -4.8111, 3.4187], [-7.0082, -3.0288, -0.1800], [-7.4771, -4.5601, -0.6271], [-5.7058, -4.1028, -0.7288], [-8.3955, -4.5898, 1.4938], [-6.7292, -5.5383, 3.6571], [-8.4229, -5.0883, 3.8007], [-7.1179, -3.8994, 3.8929], [-1.1577, 5.0602, 0.9832], [0.3030, 5.0380, 1.0586], [0.8605, 3.9334, 1.1981], [1.0587, 6.1393, 0.8731], [2.5072, 6.0925, 1.1131], [-1.6457, 5.9651, 0.7534], [-1.5589, 4.5995, 1.8614], [-1.4203, 4.4292, 0.0968], [0.6051, 7.0424, 0.9543], [2.7860, 5.0313, 1.0046], [2.8354, 6.5792, 2.0333], [2.9894, 6.5270, 0.2879], [0.8677, 0.2855, 1.0992], [0.1494, 0.0513, -0.2366], [0.7389, 0.2272, -1.2994], [-1.0940, -0.3539, -0.0773], [-1.9916, -0.6946, -1.1365], [1.3750, 1.2034, 1.1592], [1.6722, -0.4805, 1.1779], [0.2065, 0.1389, 1.9201], [-1.4877, -0.4405, 0.8814], [-1.8057, -1.6112, -1.7246], [-2.2258, 0.1754, -1.8657], [-2.9645, -0.8747, -0.6761], [1.0756, -7.1244, -5.3019], [-0.1009, -7.2955, -4.3696], [-1.2509, -7.4668, -4.7367], [0.2311, -7.1973, -3.0678], [-0.7737, -7.1965, -2.0541], [1.3649, -8.1242, -5.6568], [2.0062, -6.7183, -4.8537], [0.7226, -6.5597, -6.1527], [1.1699, -7.2098, -2.7968], [-1.4925, -6.3924, -2.1619], [-0.3067, -7.1164, -1.0897], [-1.3582, -8.1317, -2.0470], [-1.7253, 5.4231, -3.6866], [-1.8880, 6.5909, -2.7698], [-2.9914, 6.8757, -2.3100], [-0.8146, 7.3550, -2.5381], [-0.8832, 8.5992, -1.7664], [-2.2660, 4.6540, -3.1338], [-0.7263, 5.0586, -3.7327], [-2.1703, 5.6282, -4.6409], [0.1718, 6.9817, -2.6639], [-1.5828, 9.1908, -2.2910], [0.0942, 9.1121, -1.8368], [-1.0575, 8.4077, -0.7199], [4.0556, -1.8909, 0.5153], [5.3490, -2.0182, -0.3314], [5.9767, -3.0848, -0.5197], [5.7229, -0.8910, -0.9291], [6.8823, -0.8938, -1.8149], [4.1147, -2.6968, 1.2410], [3.1254, -1.9549, -0.1590], [4.0864, -0.9449, 1.1076], [5.4600, 0.0464, -0.5703], [6.7709, -1.6846, -2.5973], [7.7337, -1.2586, -1.2572], [7.0705, 0.0925, -2.2839]], "forces_ev_per_a": [[0.8, 2.4, 0.9], [-0.5, -2.0, -1.3], [1.0, 0.6, -0.1], [-0.6, 0.6, 1.8], [1.4, -1.9, -2.5], [0.4, -0.3, 0.2], [-0.3, -0.5, 0.4], [-1.5, -0.3, -0.4], [-0.9, -0.4, -0.1], [0.0, -0.4, 0.6], [0.3, 2.2, 0.4], [-0.2, 0.4, 0.3], [0.5, -0.2, 0.6], [0.0, 0.6, 0.1], [-0.5, 0.6, 0.1], [0.1, -1.6, -0.9], [-0.2, -0.3, 0.4], [-0.6, 0.4, 0.0], [0.2, -0.6, 0.0], [0.3, 0.1, -0.7], [-0.1, 1.0, -0.1], [0.4, 0.3, 0.0], [0.2, -0.6, 0.4], [-0.2, 0.3, 0.2], [-0.2, 0.6, -0.1], [0.7, -1.9, 0.3], [0.2, 1.0, 0.4], [-1.1, -0.6, -1.5], [0.3, -0.8, 0.1], [0.6, 0.0, 0.2], [-0.3, -0.5, 0.6], [-0.3, 0.3, -0.8], [0.5, 0.4, 0.9], [0.2, 1.0, 0.4], [-0.6, 0.3, -0.1], [0.0, 0.3, -0.2], [0.9, -1.4, -0.8], [0.6, 0.5, 0.2], [-1.1, -0.1, -0.1], [0.1, 0.3, -0.6], [-0.2, -0.4, 0.2], [-0.3, 0.2, 0.7], [-0.1, -0.2, 0.3], [0.0, 0.9, 0.0], [0.1, 0.3, -0.1], [0.2, 0.0, -0.3], [-0.2, -0.3, 0.3], [0.2, 0.1, 0.2], [-0.5, 0.1, 0.1], [1.6, -1.3, -0.8], [-1.2, 2.2, 1.0], [-1.3, -0.4, 0.5], [0.3, 0.1, -0.5], [0.2, -0.1, 0.5], [-0.4, -0.1, -0.5], [0.6, -0.4, -0.3], [1.1, -0.2, -1.1], [0.0, 0.8, 0.0], [-0.4, 0.2, 0.7], [0.3, -0.9, 0.2], [0.4, -0.7, 0.2], [0.1, 0.1, 1.0], [-0.8, -1.0, -0.2], [-0.4, -0.4, -0.5], [-0.4, 0.2, 1.0], [-0.4, 0.6, -0.6], [-0.1, 0.1, 0.1], [-0.1, 0.5, 0.4], [0.9, 0.7, -0.7], [0.0, -0.3, -0.8], [0.2, -0.2, 0.1], [0.5, 0.4, 0.1], [0.8, -1.1, 0.7], [-2.0, 3.7, -1.3], [0.4, -2.4, 0.4], [-0.1, -0.6, 0.2], [1.6, 0.1, -0.5], [-0.2, -0.2, 0.1], [0.0, 0.7, -0.2], [0.0, 0.1, -0.4], [-0.1, -0.3, 0.0], [0.0, -0.1, 0.2], [-0.2, 0.1, 0.2], [-0.2, 0.2, 0.3], [-0.8, 0.2, -0.9], [1.1, -1.9, 0.2], [-0.3, 1.9, -0.9], [-0.3, 0.2, 0.7], [-1.1, -0.3, -1.6], [0.3, -0.9, 0.6], [0.8, 0.4, 0.4], [-0.4, 0.1, 0.5], [-0.1, 0.1, 0.1], [-0.1, 0.2, 0.4], [0.3, 0.0, 0.5], [0.5, -0.3, 0.4], [0.4, 0.8, 0.6], [1.1, 2.1, -0.4], [0.2, -2.8, -0.1], [0.0, 0.5, 1.6], [0.3, 0.4, -0.6], [-1.1, -0.4, 0.2], [0.0, -0.2, 0.1], [0.0, -0.3, -0.9], [0.0, 0.0, 0.0], [0.0, 0.0, 0.0], [-0.4, 0.0, -0.3], [-0.3, -0.3, -0.3], [0.6, 0.8, 1.2], [1.3, -0.1, 0.1], [-1.1, -0.3, -0.5], [-1.8, 0.6, 1.1], [0.7, 0.3, 0.6], [-0.2, 0.5, -1.3], [0.6, -1.4, -0.3], [-0.3, 0.0, 0.2], [0.2, -0.1, -0.4], [0.0, 0.1, 0.0], [0.3, 0.2, -0.4], [-0.3, -0.5, -0.2], [-1.2, 0.6, -1.0], [0.4, 1.1, 0.1], [0.1, -0.5, 0.6], [-0.3, -0.9, 0.2], [0.5, -0.1, -0.3], [-0.2, -0.2, 0.0], [0.1, 0.3, 0.0], [0.8, -0.5, -0.1], [0.0, 0.4, 0.7], [-0.2, 0.9, 0.2], [0.0, -1.4, -0.5], [-0.3, 0.4, -0.1], [-1.1, 0.3, -0.1], [-0.5, 1.0, -0.3], [-0.1, 0.2, 0.1], [1.4, -0.2, 0.9], [2.5, 1.1, -1.2], [0.1, 0.1, 0.0], [0.6, -0.4, 0.4], [-0.1, -0.7, -0.3], [-0.7, -0.7, -0.4], [-0.8, 0.4, -0.5], [-0.6, -0.3, -0.4], [-0.8, -0.7, 1.6], [-1.1, -1.4, 2.0], [1.3, -0.5, 0.9], [0.7, 0.4, -0.6], [0.2, 2.0, -1.6], [-1.2, -0.5, 0.4], [0.9, -0.3, -0.7], [-0.5, 0.3, -0.1], [0.1, 0.5, -0.3], [-1.4, 0.1, 0.0], [0.1, 0.3, 0.0], [0.0, -0.4, -0.7], [0.9, -0.6, 0.5], [0.1, 0.4, 0.4], [-0.4, 1.4, 0.6], [0.1, -0.7, 0.0], [0.1, -0.7, -1.7], [-1.4, -0.4, 1.2], [0.1, -0.6, -0.8], [-0.1, 0.4, 0.2], [0.4, -0.3, 0.4], [-0.2, 0.9, 0.4], [1.0, -0.4, 0.0], [-0.1, -0.5, -0.9], [0.5, 0.5, 0.2], [1.5, -0.9, -0.4], [-1.3, 1.4, -0.3], [0.4, 0.0, 0.3], [0.2, -1.6, -0.9], [0.1, 1.6, 0.5], [-0.4, -0.3, 1.4], [-0.4, -0.2, 0.0], [-0.5, 1.0, -0.5], [0.8, 0.9, 0.2], [0.0, -0.9, 1.0], [0.2, -0.8, -0.3], [-0.9, -0.1, -1.1], [0.3, 0.8, 0.8], [-1.4, 1.5, -0.1], [0.7, -0.5, 0.5], [-1.4, -0.7, -1.3], [1.6, -1.1, -0.3], [0.3, 0.3, 0.3], [0.2, -0.9, 0.2], [-0.2, -0.3, 0.0], [0.1, 0.0, -0.2], [0.0, 0.1, 0.1], [0.0, 0.2, -0.2], [-0.3, 0.6, 0.3], [-0.7, 1.2, 0.1], [-1.7, -0.7, 0.2], [2.6, 0.1, 0.8], [-1.1, 0.6, -0.4], [1.2, 0.4, -0.3], [0.8, -1.0, -0.6], [0.1, 0.3, -0.1], [-0.4, -0.2, 0.1], [0.8, -0.2, 0.2], [-0.4, 0.5, 0.3], [-0.5, -0.6, 0.6], [-0.7, -0.1, -0.8], [0.9, 1.2, -1.1], [-0.8, 2.3, -1.4], [0.2, -1.3, 0.5], [-0.8, 0.5, 1.0], [2.7, -0.9, -2.8], [0.6, -0.6, 1.4], [0.1, 0.0, -0.3], [-1.4, -0.9, 0.4], [-0.7, 0.1, 0.3], [0.2, 1.0, 0.1], [-0.5, 0.3, 0.2], [-0.9, -1.5, 2.0], [-1.1, 1.5, 0.6], [-0.5, -0.3, 0.7], [0.5, 0.0, -0.1], [0.6, 0.3, 0.0], [0.6, 0.5, -0.8], [0.6, -0.2, 0.1], [0.3, -0.8, -0.3], [0.4, -0.3, -0.5], [-0.6, 0.0, -0.1], [0.4, -0.8, 0.3], [-0.7, -0.3, 0.3], [-0.2, 0.4, -0.1], [-0.7, -0.9, -1.5], [2.0, -1.9, -0.1], [-0.6, 0.8, 0.1], [0.0, 1.0, 0.8], [-0.8, -1.2, -0.3], [-0.3, 1.5, 0.1], [-0.3, -0.2, 0.5], [0.2, 0.1, 0.8], [0.1, -0.3, -0.2], [-0.1, 0.4, 0.8], [-0.2, -0.3, 0.1], [0.7, 1.1, -1.1], [0.5, -2.0, -1.0], [1.7, 0.8, 1.7], [-0.4, -0.5, -0.7], [-1.4, -0.6, 0.8], [-1.9, 0.9, -1.7], [0.3, 1.5, -0.2], [-0.6, 0.3, -0.1], [-0.5, 0.0, 0.8], [0.8, 0.1, -1.0], [0.5, 0.4, 0.4], [0.8, -1.2, 1.1], [0.0, 0.0, 0.1], [0.6, -0.9, -0.2], [0.6, 0.1, 0.3], [0.0, 0.1, -0.3], [-1.3, 0.0, -0.2], [-0.9, -0.9, 0.3], [-0.2, 0.2, -0.1], [-0.9, 0.0, -0.1], [0.2, 0.2, -0.3], [1.6, 0.2, 0.2], [0.0, 0.3, -0.2], [0.3, 0.1, 0.5], [0.2, 0.2, -0.1], [-0.4, -0.6, 1.5], [-0.2, 0.8, 0.0], [-0.2, 0.0, 0.1], [2.8, 0.0, 0.3], [1.5, -1.0, -0.7], [-0.4, -0.3, -0.6], [1.0, 0.0, -0.5], [-0.2, -0.1, -0.4], [-1.9, 0.2, -0.1], [-1.1, 1.0, 0.3], [-0.4, -0.4, -0.1], [-0.6, 0.2, 0.4], [0.3, 0.1, -0.5], [-0.3, -0.9, 0.0], [-1.2, 0.9, 0.3], [0.6, 1.6, -0.5], [-0.1, -0.9, -0.6], [-0.5, -0.2, 0.0], [1.4, 0.1, 1.1], [-0.3, -0.5, -0.7], [-0.3, -0.7, -0.2], [-0.2, 0.8, 0.4], [0.6, 0.3, 0.1], [-0.3, -0.6, 0.5]]}